No. 1
Formula: C22H30LaN6O5S2
Source: the Open Molecules 2025 dataset
Level of theory: ωB97M-V/def2-TZVPD

Last column: Mulliken charge in e.
Element x y z (Å)
La: 0.40908 1.32790 -1.21172  1.977
C: 2.87724 5.37927 1.60369  -0.284
C: 1.74463 5.59870 0.78137  -0.685
C: 1.09241 4.49401 0.17387  -0.161
N: 1.48313 3.23468 0.40562  0.084
C: 2.58568 3.02627 1.19095  -0.244
C: 3.17823 4.07214 1.89053  -0.591
H: 3.41270 6.21885 2.04518  0.408
H: 1.34811 6.59321 0.58119  0.370
H: 0.25186 4.69161 -0.47302  0.553
H: 2.82777 1.95401 1.35932  0.311
H: 3.98723 3.79351 2.59111  0.348
O: 2.42414 4.89054 -3.39408  -0.485
S: 2.38670 3.45348 -3.70385  0.269
N: 1.58728 2.55738 -2.77358  -0.613
C: -4.10176 -4.50086 3.61898  -1.314
C: -3.47576 -3.22483 3.16077  0.853
C: -3.76127 -2.58145 1.93438  -1.196
C: -3.03032 -1.49418 1.47887  -0.120
C: -2.15143 -0.83958 2.33816  -0.183
C: -1.93403 -1.35829 3.59790  -0.326
C: -2.71557 -2.41112 4.09942  -0.915
S: -1.31453 0.59028 1.96059  1.218
O: -0.64838 0.33250 0.65287  -0.391
O: -0.34431 0.95749 2.99510  -0.757
N: -2.42510 1.73380 1.78895  -0.167
C: -3.66980 1.74944 1.11696  -0.485
C: -3.53749 2.29033 -0.36391  -0.896
C: -2.14748 2.15570 -1.10627  0.910
O: -1.26513 3.07864 -0.94433  -0.674
O: -1.88077 1.11746 -1.80747  -0.709
H: -3.33890 -5.11362 4.14629  0.364
H: -4.48557 -5.09711 2.79543  0.369
H: -4.93387 -4.35496 4.43531  0.284
H: -4.40419 -3.11832 1.21916  0.285
H: -3.08144 -1.18760 0.43713  0.559
H: -1.23832 -0.76083 4.17032  0.529
H: -2.57554 -2.65751 5.11526  0.438
H: -2.15468 2.52495 2.39562  0.294
H: -4.36188 2.43544 1.70273  0.366
H: -4.09668 0.72395 1.12695  0.172
H: -3.63870 3.32072 -0.41555  0.449
H: -4.30642 1.80727 -0.89695  0.445
C: 4.59298 -2.17710 -2.10945  -0.523
C: 4.35946 -0.69368 -1.96552  -0.792
N: 2.99608 -0.30413 -2.26164  0.109
C: 1.94132 -1.18414 -2.36662  0.797
N: 0.80138 -0.66243 -2.78000  -0.731
C: -0.27096 -1.58957 -3.20267  -0.609
C: -0.31037 -2.79576 -2.36519  -0.149
C: 1.05818 -3.46757 -2.15417  -0.798
N: 2.10810 -2.49624 -2.01452  0.175
C: 3.50967 -2.99765 -1.44097  -0.720
H: 5.55783 -2.46731 -1.64679  0.360
H: 4.55795 -2.53127 -3.21700  0.260
H: 5.02434 -0.14498 -2.65706  0.347
H: 4.62844 -0.30683 -1.00668  0.382
H: 2.75231 0.58679 -2.74585  0.116
H: -0.06147 -1.76260 -4.26087  0.301
H: -1.24761 -1.01792 -3.06329  0.168
H: -0.99966 -3.57007 -2.79716  0.409
H: -0.84485 -2.65964 -1.34305  -0.136
H: 1.21781 -4.06371 -3.05697  0.341
H: 0.89598 -4.16169 -1.29228  0.363
H: 3.69712 -4.05102 -1.71064  0.377
H: 3.45913 -2.88476 -0.36084  0.295

- Relative energy (zero: lowest compared OMol25 entry of this formula, charge and spin): 25.9 kcal/mol
- Molar mass: 661.56 g mol⁻¹
- Net charge: +1
- Spin multiplicity: 1
- Electronic energy: -2388.9092 Ha

No. 2
Formula: C22H30N4O2S
Source: the Open Molecules 2025 dataset
Level of theory: ωB97M-V/def2-TZVPD

Last column: natural (NBO) charge in e.
Element x y z (Å)
C: 2.38127 -1.61443 2.82807  -0.622
H: 2.73166 -2.00553 3.72173  0.226
H: 2.41605 -2.44182 2.11321  0.186
H: 1.26418 -1.61891 2.93304  0.223
C: 2.86780 -0.40180 2.18898  -0.384
C: 2.28166 0.28116 1.13810  0.405
N: 1.08007 0.52826 1.31210  -0.541
C: 0.17912 0.74253 0.35959  0.166
C: 0.78983 1.16197 -0.82547  -0.307
C: 2.14291 1.18821 -1.06845  0.675
O: 2.86658 1.47007 -1.83040  -0.541
N: 2.92673 0.41853 0.10675  -0.376
C: 4.17837 0.23003 -0.39697  -0.200
H: 4.53652 0.87802 -0.95788  0.228
H: 4.84859 0.41284 0.59273  0.180
C: 4.50454 -1.13964 -0.56394  -0.231
N: 3.40729 -1.49118 -1.69335  -0.498
C: 3.85655 -1.27486 -2.97055  -0.290
C: 4.73605 -2.34019 -3.45464  -0.618
H: 5.23062 -1.80945 -4.44490  0.208
H: 4.46334 -3.37424 -3.74767  0.226
H: 5.90307 -2.28468 -2.80335  0.174
H: 2.91312 -1.39997 -3.41101  0.206
H: 4.27618 -0.20675 -2.90520  0.213
C: 2.49325 -2.99804 -1.18778  -0.174
C: 3.17035 -4.07589 -1.03224  -0.672
H: 2.47931 -4.75959 -0.96475  0.242
H: 3.71190 -4.49176 -1.82298  0.231
H: 4.10158 -3.95328 -0.28263  0.206
H: 1.99332 -2.39267 -0.37398  0.219
H: 1.83140 -2.88483 -2.00265  0.207
H: 4.19933 -1.95011 0.26663  0.193
H: 5.41293 -1.39285 -0.83107  0.189
S: -0.36491 1.90944 -2.09582  0.373
C: -1.63661 1.61211 -0.89931  0.093
N: -2.93817 1.84166 -0.89275  -0.497
C: -3.91322 1.45628 -0.20966  0.325
C: -3.39044 1.29044 1.18768  -0.125
C: -2.14046 0.78103 1.41057  -0.134
C: -1.06312 1.04853 0.51545  -0.073
H: -1.88151 0.57509 2.31255  0.200
C: -4.34034 0.98119 2.23696  -0.107
O: -5.77822 1.01080 1.60544  -0.597
C: -6.03711 2.16347 0.64408  0.185
C: -5.63191 3.32126 1.44728  -0.576
H: -6.31649 3.57451 2.38089  0.246
H: -6.13496 4.36450 0.74508  0.176
H: -4.74471 3.66707 1.43223  0.202
C: -7.63570 1.97188 0.51209  -0.559
H: -8.00873 2.27282 1.40363  0.209
H: -7.84919 2.77941 -0.26822  0.190
H: -7.89844 1.05024 0.11725  0.217
C: -5.46287 1.83952 -0.43832  -0.410
H: -5.69044 1.16323 -1.07511  0.229
H: -5.37741 2.91472 -1.16827  0.211
H: -4.32777 1.68279 3.13507  0.207
H: -4.52071 -0.23067 2.41574  0.241
H: 4.12260 -0.39667 2.22624  0.206
H: 2.78533 0.34620 3.33017  0.219

- Relative energy (zero: lowest compared OMol25 entry of this formula, charge and spin): 541.9 kcal/mol
- Molar mass: 414.57 g mol⁻¹
- Spin multiplicity: 1
- Electronic energy: -1623.2433 Ha

No. 3
Formula: C22H30NO5P
Source: the Open Molecules 2025 dataset
Level of theory: ωB97M-V/def2-TZVPD

Last column: natural (NBO) charge in e.
Element x y z (Å)
C: -3.33869 3.65765 -1.42723  -0.633
C: -2.59001 4.95944 -1.58900  -0.375
C: -1.21293 4.73596 -1.90493  -0.416
C: -0.33251 3.83035 -0.86331  -0.066
H: 0.77212 3.80076 -1.14331  0.230
H: -0.47260 4.13628 0.20793  0.184
O: -0.42856 2.42361 -0.82935  -0.883
P: 0.39572 1.23347 -0.69591  2.418
O: 1.78128 1.70229 -0.91056  -1.146
O: -0.00259 0.13440 -1.66680  -0.767
C: 0.52252 -0.03140 -2.68641  -0.072
C: 0.08332 0.87665 -3.79531  -0.409
C: 0.94987 0.73952 -5.40353  -0.361
C: 0.47454 -0.35892 -5.91457  -0.545
H: 0.77898 -1.39820 -5.50576  0.208
H: -0.43926 -0.46944 -6.01784  0.186
H: 1.11578 -0.42019 -7.06255  0.166
H: 0.74578 1.71436 -5.80993  0.206
H: 1.83902 0.93544 -5.08743  0.209
H: 0.47629 2.02527 -3.34355  0.177
H: -0.93342 0.82783 -4.02387  0.181
H: 0.43715 -1.03944 -2.96881  0.160
H: 1.67721 0.07278 -2.60423  0.165
C: 0.21813 0.66188 1.14042  -0.247
N: -1.56603 0.23657 1.02433  -0.552
C: -1.94926 -0.23331 2.04358  0.193
C: -1.16575 -0.49295 3.20396  -0.413
C: -2.12298 -0.96136 4.44642  -0.131
C: -3.16154 -1.46854 4.29760  -0.292
C: -3.82874 -1.26862 2.97330  -0.148
C: -3.33424 -0.73717 1.97130  -0.249
H: -3.76120 -0.74913 0.91392  0.198
H: -4.93214 -1.62130 2.86236  0.200
H: -3.72857 -1.98393 4.96813  0.206
H: -1.42974 -1.17043 5.31658  0.195
H: -0.40264 0.00220 3.59297  0.192
H: -1.82884 0.09530 0.02824  0.405
C: 1.20466 -0.43319 1.26413  -0.027
C: 2.32737 -0.38810 1.60675  -0.229
C: 3.25366 -1.43861 1.84699  -0.238
C: 2.94690 -2.56471 1.26782  0.234
C: 1.63630 -2.83897 1.09653  0.209
C: 0.66869 -1.93486 0.80534  -0.180
H: -0.28195 -2.10348 0.37025  0.232
O: 1.24724 -4.32512 0.63105  -0.507
C: 2.54715 -4.76249 0.69549  0.218
O: 3.56141 -3.83727 1.18796  -0.490
H: 3.02746 -5.25899 -0.23269  0.174
H: 2.26019 -5.63014 1.61307  0.139
H: 4.28247 -1.34010 2.12913  0.233
H: 2.59135 0.60440 1.81682  0.222
H: 0.31361 1.35399 1.72783  0.174
H: -0.74659 5.66825 -2.09990  0.223
H: -0.92812 4.14770 -2.84864  0.210
H: -2.89134 5.66034 -2.29143  0.220
H: -2.54181 5.53585 -0.38634  0.166
H: -4.41803 3.72264 -1.25636  0.219
H: -2.94637 2.86887 -0.59783  0.219
H: -3.41185 3.12376 -2.34112  0.207

- Relative energy (zero: lowest compared OMol25 entry of this formula, charge and spin): 511.7 kcal/mol
- Molar mass: 419.46 g mol⁻¹
- Spin multiplicity: 1
- Electronic energy: -1627.9001 Ha

No. 4
Formula: C22H31BCl28O3
Source: the Open Molecules 2025 dataset
Level of theory: ωB97M-V/def2-TZVPD

Last column: Mulliken charge in e.
Element x y z (Å)
C: 3.41437 -0.00787 2.97152  -0.812
O: 4.12790 -0.10454 1.74762  0.049
C: 4.50750 1.17140 1.22826  -0.741
C: 3.47900 1.76766 0.21902  -0.679
C: 3.06105 0.75680 -0.90588  -0.077
C: 1.85950 -0.08192 -0.41122  -0.334
C: 1.30557 -1.08265 -1.49934  -0.339
C: -0.12251 -1.53446 -1.01435  -0.167
C: -0.62660 -2.82438 -1.74001  -0.306
C: -1.33710 -3.75782 -0.68462  -0.277
C: -2.86619 -3.50637 -0.53612  -1.386
C: -3.26668 -2.07814 -0.07422  -0.019
C: -2.98876 -1.81514 1.45743  -0.101
B: -3.13809 -0.28080 1.86403  0.374
C: -4.20511 0.74260 1.22719  -0.520
O: -3.49066 1.95924 0.87157  -0.354
C: -4.16752 2.69279 -0.05605  0.620
C: -3.30773 3.66741 -0.89113  -0.584
O: -5.35540 2.63960 -0.23168  -0.499
H: 3.28247 -1.03091 3.38689  0.221
H: 2.39729 0.42877 2.87378  0.261
H: 4.04511 0.54939 3.70008  0.318
H: 5.48291 1.01970 0.71569  0.258
H: 4.63475 1.87483 2.08322  0.600
H: 3.92226 2.69800 -0.20332  0.302
H: 2.55088 2.05742 0.76139  0.353
H: 2.72671 1.33768 -1.79205  -0.319
H: 3.94125 0.15526 -1.20863  0.366
H: 0.99634 0.57855 -0.15651  0.347
H: 2.06637 -0.69262 0.48811  -0.147
H: 2.00596 -1.94684 -1.49553  0.143
H: 1.26199 -0.60803 -2.50117  0.238
H: -0.78451 -0.65318 -1.12294  0.081
H: 0.00141 -1.74431 0.07254  0.128
H: -1.42602 -2.54438 -2.46381  0.283
H: 0.17065 -3.35971 -2.28773  0.342
H: -1.21029 -4.80640 -1.06597  -0.046
H: -0.80712 -3.74207 0.29266  0.519
H: -3.23361 -4.20968 0.24426  0.338
H: -3.33473 -3.70024 -1.52384  0.389
H: -4.37666 -2.01529 -0.18227  0.485
H: -2.86218 -1.25945 -0.70164  0.014
H: -1.97994 -2.19560 1.72461  -0.034
H: -3.76966 -2.37150 2.03243  -0.115
H: -2.38074 0.15936 2.67393  -0.158
H: -4.92821 1.01047 2.03308  0.287
H: -4.69345 0.24695 0.36818  0.382
H: -2.31088 3.79136 -0.42253  0.260
H: -3.77960 4.66357 -0.94742  0.285
H: -3.18419 3.24465 -1.90611  0.058
Cl: 8.48795 3.07008 3.31102  -0.110
C: 8.04129 2.04625 1.93661  0.272
Cl: 9.50337 1.33729 1.23198  -0.093
Cl: 6.96052 0.75776 2.48637  -0.013
Cl: 7.21440 3.02761 0.71438  -0.090
Cl: -8.25360 4.33513 -0.21034  -0.077
C: -7.43319 5.83064 -0.67341  0.333
Cl: -6.43365 6.39944 0.67476  -0.108
Cl: -6.40552 5.53093 -2.08439  -0.073
Cl: -8.63714 7.06645 -1.07719  -0.110
Cl: 3.01507 -5.02221 -2.31033  -0.111
C: 2.45452 -5.49395 -0.69847  0.297
Cl: 0.83136 -6.18714 -0.81601  -0.093
Cl: 3.57345 -6.67740 -0.00308  -0.095
Cl: 2.36813 -4.06137 0.34177  -0.063
Cl: -2.98520 1.05543 -3.45776  -0.065
C: -1.78744 1.05952 -4.76299  0.181
Cl: -0.19057 1.44965 -4.10516  0.025
Cl: -1.73866 -0.54252 -5.51592  -0.103
Cl: -2.23754 2.27005 -5.97371  -0.099
Cl: -7.10454 -2.41316 5.77851  -0.108
C: -5.96468 -2.49534 4.42724  0.354
Cl: -4.32513 -2.17574 5.01660  -0.098
Cl: -6.02653 -4.10710 3.69671  -0.104
Cl: -6.40075 -1.28147 3.21240  -0.080
Cl: 5.65578 -3.28067 1.32278  0.001
C: 7.40892 -3.06627 1.40753  0.239
Cl: 8.22031 -4.56336 0.91849  -0.108
Cl: 7.88284 -1.75135 0.32103  -0.072
Cl: 7.87147 -2.66087 3.06901  -0.095
Cl: 2.17308 3.71890 -2.86861  -0.078
C: 1.02490 5.05712 -3.03834  0.266
Cl: 0.85743 5.47686 -4.75023  -0.088
Cl: -0.54952 4.57054 -2.39257  -0.007
Cl: 1.62174 6.46111 -2.14006  -0.111

- Molar mass: 1346.98 g mol⁻¹
- SMILES: COCCCCCCCCCCCBCOC(C)=O.ClC(Cl)(Cl)Cl.ClC(Cl)(Cl)Cl.ClC(Cl)(Cl)Cl.ClC(Cl)(Cl)Cl.ClC(Cl)(Cl)Cl.ClC(Cl)(Cl)Cl.ClC(Cl)(Cl)Cl
- Spin multiplicity: 1
- Electronic energy: -13992.6714 Ha